99
Properties=species:S:1:pos:R:3 method="wB97M-V/def2-TZVPD" charge=+1 orbital_gap_ev="8.5 / 5.5" homo_energy_ev="-10.74 / -10.74" spin_multiplicity=3
Au 1.2937 1.0546 -0.9708
C 1.8425 2.6963 -3.8634
C 1.4048 1.3298 -4.4010
C 0.6127 1.5234 -5.6951
P 0.5585 0.3616 -3.0724
C 0.5922 -1.4171 -3.5224
C 0.5541 -1.7629 -5.0076
C -0.4954 -2.1375 -2.7436
C -1.1718 0.9460 -2.9803
C -2.0481 0.7475 -4.0422
C -3.3340 1.2691 -4.0296
C -3.7501 2.0374 -2.9502
C -2.9153 2.2181 -1.8653
C -1.6436 1.6223 -1.8309
N -0.8145 1.7570 -0.7177
C -1.1907 1.7655 0.5845
C -2.4991 1.4368 1.0253
C -2.8307 1.5209 2.3579
C -1.8908 1.9524 3.2882
C -0.5799 2.2279 2.8876
C -0.1987 2.0971 1.5719
P 1.5121 2.3396 0.9871
C 1.6889 4.1629 0.7422
C 1.2496 5.0045 1.9390
C 0.9415 4.6014 -0.5211
C 2.8859 1.8650 2.1289
C 3.4214 0.4550 1.8623
C 2.6802 2.0804 3.6291
H 2.3851 3.2407 -4.6376
H 2.4943 2.6064 -2.9927
H 0.9722 3.2959 -3.5812
H 2.2972 0.7296 -4.6076
H -0.2727 2.1359 -5.5218
H 0.3060 0.5886 -6.1588
H 1.2425 2.0547 -6.4108
H 1.5635 -1.7314 -3.1245
H -0.3955 -1.4941 -5.4719
H 0.6630 -2.8445 -5.1017
H 1.3656 -1.3018 -5.5698
H -1.4833 -1.9118 -3.1527
H -0.4707 -1.8507 -1.6966
H -0.3385 -3.2143 -2.7955
H -1.7163 0.1880 -4.9056
H -3.9927 1.1064 -4.8723
H -4.7275 2.5019 -2.9546
H -3.2253 2.8459 -1.0420
H -3.2196 1.0553 0.3203
H -3.8218 1.2284 2.6782
H -2.1612 2.0412 4.3320
H 0.1475 2.5130 3.6329
H 2.7617 4.3062 0.5822
H 0.1738 4.9264 2.1016
H 1.4788 6.0511 1.7314
H 1.7615 4.7364 2.8616
H -0.1298 4.4041 -0.4293
H 1.3066 4.0870 -1.4104
H 1.0673 5.6750 -0.6706
H 3.6465 2.5743 1.7818
H 2.7168 -0.2996 2.1903
H 4.3583 0.3281 2.4091
H 3.6230 0.2831 0.8032
H 2.0125 1.3264 4.0379
H 2.3085 3.0717 3.8852
H 3.6452 1.9600 4.1233
O 0.5602 -0.4951 0.6159
Si 0.0047 -1.8406 1.2866
C 0.6194 -2.1011 3.0565
C 0.3787 -1.1144 4.0216
C 0.7724 -1.2686 5.3441
C 1.4221 -2.4324 5.7363
C 1.6626 -3.4304 4.8035
C 1.2606 -3.2677 3.4806
C -1.8816 -1.8900 1.4396
C -2.7183 -1.4834 0.3925
C -4.1019 -1.5531 0.4913
C -4.6890 -2.0283 1.6574
C -3.8846 -2.4297 2.7136
C -2.4988 -2.3588 2.6038
C 0.5529 -3.3794 0.3373
C -0.2379 -4.5247 0.2083
C 0.2221 -5.6440 -0.4789
C 1.4867 -5.6377 -1.0518
C 2.2938 -4.5126 -0.9301
C 1.8278 -3.3992 -0.2409
H -0.1495 -0.2097 3.7260
H 0.5685 -0.4897 6.0706
H 1.7307 -2.5637 6.7660
H 2.1621 -4.3430 5.1053
H 1.4577 -4.0619 2.7693
H -2.2821 -1.0957 -0.5203
H -4.7245 -1.2387 -0.3396
H -5.7669 -2.0928 1.7383
H -4.3357 -2.8007 3.6257
H -1.8871 -2.6764 3.4407
H -1.2324 -4.5435 0.6429
H -0.4076 -6.5214 -0.5684
H 1.8466 -6.5102 -1.5833
H 3.2872 -4.5088 -1.3643
H 2.4636 -2.5214 -0.1498